(1)
Below is an isolated molecule of C28H37FN2O, with properties calculated with ωB97M-V/def2-TZVPD.

XYZ file:
```
69
Properties=species:S:1:pos:R:3:lowdin_charge:R:1
C -2.16983 -0.52174 -5.77075 -0.115
C -1.85323 -1.15561 -4.42208 -0.273
C -2.23100 -0.23807 -3.26193 -0.222
C -1.89939 -0.85541 -1.90569 -0.203
C -2.19024 0.11161 -0.76240 -0.161
C -1.65892 -0.41569 0.57775 -0.146
N -1.60564 0.61487 1.58883 -0.052
C -2.86920 0.96488 2.21449 -0.145
C -3.29159 -0.00290 3.32519 -0.169
C -2.27037 -0.08692 4.46566 -0.199
C -1.23732 -1.19497 4.25596 -0.221
C -0.04369 -1.08144 5.20404 -0.268
C -0.41774 -1.28314 6.66759 -0.114
C -0.50818 1.33057 1.92762 -0.468
O -0.56285 2.24950 2.72655 0.038
C 0.83553 0.91196 1.33344 -0.035
C 0.95110 1.11729 -0.14206 -0.121
C 1.49667 0.26076 -1.07430 -0.171
C 2.13661 -1.03544 -0.90722 -0.158
C 1.94827 -2.04373 -1.85622 -0.026
C 2.54310 -3.28099 -1.70879 0.001
C 3.33840 -3.50981 -0.60047 -0.273
F 3.92068 -4.71774 -0.44903 0.060
C 3.55864 -2.53009 0.35082 0.006
C 2.95994 -1.29567 0.19044 -0.015
N 1.33377 0.80212 -2.33287 0.147
C 0.72660 2.01668 -2.23074 -0.215
C 0.36439 2.92945 -3.21328 -0.030
C -0.26750 4.08426 -2.80609 -0.094
C -0.53067 4.33183 -1.45479 -0.088
C -0.17525 3.43309 -0.47543 -0.009
C 0.46101 2.25010 -0.85930 -0.131
H -1.63314 0.41772 -5.88514 0.067
H -3.23465 -0.31689 -5.85379 0.071
H -1.88339 -1.18416 -6.58441 0.067
H -2.39274 -2.10072 -4.32799 0.109
H -0.78502 -1.38139 -4.37085 0.095
H -3.29956 -0.01780 -3.31001 0.119
H -1.69537 0.70928 -3.36163 0.102
H -0.84083 -1.12116 -1.88315 0.089
H -2.47209 -1.77570 -1.76855 0.121
H -3.26570 0.28547 -0.69830 0.114
H -1.71335 1.06960 -0.97336 0.105
H -2.30633 -1.22091 0.93895 0.128
H -0.66413 -0.83409 0.42528 0.113
H -3.64520 1.00538 1.44537 0.118
H -2.74533 1.96261 2.64111 0.125
H -4.24566 0.35979 3.71261 0.110
H -3.46492 -1.00010 2.91361 0.103
H -2.79732 -0.26816 5.40360 0.106
H -1.75678 0.87158 4.54972 0.109
H -1.71676 -2.16868 4.39095 0.115
H -0.86454 -1.15075 3.23157 0.091
H 0.41419 -0.09791 5.07793 0.106
H 0.69904 -1.83273 4.92214 0.102
H -0.92124 -2.23824 6.80402 0.073
H 0.47424 -1.27453 7.29008 0.067
H -1.07795 -0.49186 7.01173 0.065
H 1.02442 -0.13318 1.59026 0.110
H 1.57955 1.52865 1.84825 0.136
H 1.31328 -1.86721 -2.71233 0.100
H 2.39629 -4.06438 -2.43543 0.120
H 4.19741 -2.73697 1.19477 0.121
H 3.15651 -0.51364 0.90599 0.118
H 1.70676 0.40499 -3.17797 0.159
H 0.57285 2.73792 -4.25594 0.107
H -0.56486 4.81601 -3.54258 0.099
H -1.02331 5.25277 -1.18058 0.099
H -0.37887 3.63271 0.56464 0.109
```

Results
max |F| = 0.01308 Eh/bohr
charge = 0
HOMO = -7.9 eV
ΔE to the lowest compared entry with this formula, charge and spin = 2.8 kcal per mole
calculated total energy = -1373.82243 Ha
SMILES string = CCCCCCN(CCCCCC)C(=O)Cc1c(-c2ccc(F)cc2)[nH]c2ccccc12

***

(2)
Below is a structure of composition C28H37N2O2PZn, with properties calculated with ωB97M-V/def2-TZVPD.

XYZ file:
```
71
Properties=species:S:1:pos:R:3:lowdin_charge:R:1
C 0.49115 3.21706 -4.33818 -0.086
C -0.76522 2.72150 -4.01097 -0.054
C -0.91979 1.72787 -3.02370 -0.268
C 0.20545 1.24414 -2.35571 -0.165
C 1.47051 1.70894 -2.73387 -0.337
C 1.62123 2.72410 -3.68995 -0.061
C -2.31724 1.28128 -2.72354 -0.139
C -2.53976 -0.21215 -2.42287 -0.219
N -2.54852 -1.07598 -3.55577 -0.290
Zn 0.11116 0.00947 -0.75333 0.573
C 2.70510 1.04244 -2.15462 -0.296
P 2.16803 -0.63724 -1.63252 0.814
H -1.66449 3.06604 -4.52422 0.108
H 2.63012 3.06125 -3.93347 0.106
H 0.59428 3.98245 -5.10434 0.099
H 3.08707 1.55740 -1.25765 0.096
H 3.52586 0.95272 -2.88228 0.095
H -2.67692 1.79641 -1.81806 0.100
H -2.97996 1.56113 -3.55674 0.122
H -1.82221 -0.58688 -1.65126 0.070
C 3.51582 -1.34381 -0.65232 -0.264
C 2.19032 -1.50565 -3.23650 -0.235
H -3.54034 -0.30425 -1.95996 0.129
C -1.50972 -1.04593 -4.54355 -0.074
C -3.16278 -2.35675 -3.34364 -0.100
H 0.24989 -2.08548 0.15610 0.060
H -1.85316 -1.65180 -5.39558 0.087
H -1.30273 -0.02494 -4.88638 0.088
H -0.55597 -1.48784 -4.18991 0.067
H -3.37450 -2.81609 -4.31620 0.083
H -2.51533 -3.04407 -2.76941 0.080
H -4.09259 -2.21468 -2.77816 0.086
H 3.21254 -1.54510 -3.64035 0.057
H 1.82061 -2.52501 -3.06392 0.045
H 1.53606 -1.01667 -3.96982 0.037
H 4.48444 -1.27572 -1.17053 0.050
H 3.58170 -0.83467 0.32079 0.039
H 3.27146 -2.40119 -0.47360 0.045
H -0.14228 -2.18606 -0.50737 0.073
C 3.58122 0.76113 3.98338 -0.059
C 2.63259 -0.36067 3.63494 -0.239
C 3.17641 -1.58042 3.23908 -0.087
C 2.36240 -2.63184 2.81254 -0.105
C 0.98886 -2.45300 2.76679 -0.067
C 0.42253 -1.21869 3.13789 -0.208
N -0.90402 -1.01865 2.79237 0.068
C -1.84031 -0.12290 3.34040 -0.223
C -2.24091 -0.24759 4.67805 -0.031
C -3.17428 0.62871 5.22679 -0.081
C -3.69782 1.66318 4.44474 -0.076
C -3.32676 1.78586 3.10143 -0.011
C -2.39708 0.90597 2.54271 -0.080
C -1.97673 1.06740 1.10008 -0.520
O -2.81191 1.48927 0.28819 0.039
O -0.72084 0.75243 0.84844 -0.153
C 1.24491 -0.16186 3.61263 -0.147
C 0.66647 1.18715 3.88157 -0.021
H 3.45892 1.60238 3.28558 0.086
H 3.45116 1.14727 5.00419 0.088
H 4.61630 0.41371 3.89234 0.072
H 4.26307 -1.69020 3.25566 0.104
H 2.80838 -3.57933 2.51444 0.102
H 0.33024 -3.24926 2.41271 0.107
H -1.25988 -1.59669 2.04003 0.132
H -1.80696 -1.06633 5.25548 0.122
H -3.49386 0.48203 6.25907 0.103
H -4.38907 2.37574 4.89132 0.101
H -3.72316 2.58334 2.47264 0.120
H 0.20474 1.59140 2.96654 0.089
H -0.08134 1.17532 4.68315 0.085
H 1.44744 1.88889 4.17818 0.067
```

Results
max |F| = 0.03272 Eh/bohr
charge = 0
HOMO = -7.5 eV
calculated total energy = -3469.78249 Ha